# 1
# C4H13NO2S

2 unconnected molecules or ions with the total composition C4H13NO2S in a non-equilibrium geometry (ωB97M-V/def2-TZVPD, the OMol25 dataset).

```
21
Properties=species:S:1:pos:R:3:forces:R:3
H -1.21292 -0.72581 4.19830 -0.24 -0.30 0.08
C -1.02189 0.76499 1.18345 0.89 1.96 0.31
H 1.59750 -1.51515 -2.35054 0.83 0.30 0.09
N 0.10380 1.37833 0.53459 -0.24 -1.31 -1.50
C 0.89883 0.50138 -0.31624 -0.07 -0.82 0.20
H 0.04204 -0.10865 -4.84134 0.11 0.12 0.27
H -0.54208 0.58226 -1.93828 0.10 0.18 -0.01
H -0.43890 -0.97373 -1.19784 0.02 -0.12 -0.02
O -1.12011 -1.66505 4.41022 0.08 0.19 0.07
H -0.26058 0.83966 3.12443 0.27 0.81 -0.68
H 1.73797 1.04358 -0.74452 0.28 0.14 0.43
S 0.10550 -1.19065 -4.05139 0.09 -0.16 -0.29
H -1.82137 1.50738 1.12382 -0.38 -0.33 0.33
H -1.28641 -0.15967 0.69072 -0.14 0.09 -0.42
C 0.17240 -0.13085 -1.52055 -0.51 0.47 0.15
O -0.82045 0.35047 2.52191 -0.36 -1.12 0.73
H -0.78454 -1.99487 3.57177 0.01 -0.17 0.01
H 1.73034 0.25370 -2.92988 0.55 -0.39 -0.16
H 1.22496 -0.35321 0.29912 0.65 0.21 -0.21
H 0.58199 2.18611 0.87380 -0.30 0.22 0.45
C 1.11392 -0.59023 -2.64158 -1.63 0.04 0.20
```
Forces are in eV/Å.

Its SMILES is OCNCCCS.O. The energy above the lowest of the compared OMol25 structures with the same formula, charge and spin is 24.7 kcal/mol. The value obtained for the energy is -20778.147 eV. As for the total charge: 0. The HOMO-LUMO gap comes out at 9.5 eV.

Atom-resolved charges from Mulliken, all expressed in e: H 0.38; C -0.35; H 0.30; N -0.24; C -0.61; H 0.12; H 0.32; H 0.34; O -0.62; H 0.32; H 0.51; S -0.24; H 0.29; H 0.20; C -0.55; O -0.56; H 0.29; H 0.40; H 0.21; H 0.21; C -0.72

---

# 2
# C4H12N2S

C4H12N2S in the gas phase in a non-equilibrium geometry (ωB97M-V/def2-TZVPD, the OMol25 dataset).

```
19
Properties=species:S:1:pos:R:3:forces:R:3
H -0.39272 -0.82695 -1.17764 -0.57 0.34 2.05
H -2.20632 0.03787 0.81478 -0.10 -0.38 0.38
H 1.46521 1.51354 -1.69683 -0.27 0.79 -0.21
N -1.37733 -0.54882 0.75287 -2.40 -2.61 0.37
C 1.60781 0.63357 -1.10707 0.89 1.17 0.76
H 0.86813 1.66612 1.82458 -0.05 0.13 -1.12
S 3.34257 0.54136 -0.63322 1.00 0.64 0.15
C -0.65003 -0.08602 -0.29522 4.51 0.50 -5.93
H -0.97137 0.67778 -0.98912 -1.72 0.82 0.23
H -0.58559 1.43324 1.26216 0.14 0.36 -0.07
H 3.55321 1.81644 -0.15287 -0.42 -0.81 -0.38
H 1.05145 -0.28222 0.81639 0.57 0.90 -1.26
H 1.44467 -0.17237 -1.78331 -0.05 -0.90 -0.32
H -2.70152 -1.89173 -0.46831 1.38 -0.29 1.78
C 0.72410 0.53589 0.07774 -1.98 -3.21 3.12
C -1.92514 -1.99409 0.42437 -1.37 3.32 -1.00
N 0.34639 1.67150 0.92580 0.72 0.64 0.69
H -1.13070 -2.66309 0.02555 -0.49 0.38 1.26
H -2.46283 -2.06202 1.37935 0.20 -1.79 -0.50
```
Forces are in eV/Å.

Its SMILES is CNC[C@H](N)CS. The energy above the lowest of the compared OMol25 structures with the same formula, charge and spin is 51.9 kcal/mol. The value obtained for the energy is -18155.768 eV. As for the total charge: 0. The HOMO-LUMO gap comes out at 9.7 eV.

Atom-resolved charges from Mulliken, all expressed in e: H 0.38; H 0.29; H 0.39; N -0.48; C -0.89; H 0.29; S -0.27; C -1.03; H 0.37; H 0.27; H 0.13; H 0.25; H 0.40; H 0.25; C 0.59; C -0.83; N -0.77; H 0.31; H 0.35

---

# 3
# C7H11N2S2

2 unconnected molecules or ions with the total composition C7H11N2S2 in a non-equilibrium geometry (ωB97M-V/def2-TZVPD, the OMol25 dataset).

```
22
Properties=species:S:1:pos:R:3:forces:R:3
H -2.12676 -3.44439 0.43922 0.19 -0.08 -0.46
C 2.94771 2.86564 2.01367 -0.40 -0.70 -0.67
C 1.76756 2.18602 1.79647 0.99 0.26 -0.21
H -1.50031 -3.27569 -1.26033 -0.02 -0.26 0.36
H -3.78769 -2.61708 -1.24579 0.24 0.24 0.17
C -3.06868 -1.93005 -0.77001 0.21 0.27 0.23
C -2.64396 -0.92484 -1.81907 -0.48 0.16 -0.41
S -1.36475 0.29584 -1.43194 0.52 0.09 0.48
S -0.40900 -1.92897 0.33426 0.28 0.66 0.04
H 4.75330 2.71260 0.84372 -0.21 0.04 0.16
N 1.88282 1.36225 0.69662 0.48 0.02 -0.23
H -3.58541 -1.47655 0.08111 0.25 0.05 -0.08
C -0.30118 -0.40765 -0.35064 -1.46 -0.64 -0.02
H -2.27231 -1.47962 -2.68672 -0.27 0.33 -0.11
C -1.86021 -2.74934 -0.37038 -0.15 -0.60 0.19
H -3.49002 -0.27221 -2.07961 0.28 -0.30 -0.28
C 3.10954 1.52155 0.23331 0.17 1.14 1.34
N 3.79673 2.43363 1.01007 -0.76 -0.65 -0.40
H 3.58369 1.05530 -0.61051 -0.15 -0.16 -0.12
H 0.47703 0.25811 0.06710 0.45 0.08 -0.14
H 0.85310 2.23165 2.34889 -0.18 0.09 0.21
H 3.23881 3.58379 2.76060 0.01 -0.04 -0.06
```
Forces are in eV/Å.

The energy above the lowest of the compared OMol25 structures with the same formula, charge and spin is 1.5 kcal/mol. The value obtained for the energy is -32081.271 eV. As for the total charge: +1. The HOMO-LUMO gap comes out at 7.1 eV.

Atom-resolved charges from Mulliken, all expressed in e: H 0.37; C -0.26; C -0.47; H 0.40; H 0.33; C -0.49; C -0.65; S 0.06; S 0.06; H 0.21; N -0.35; H 0.33; C 0.33; H 0.40; C -0.65; H 0.37; C -0.36; N -0.10; H 0.37; H 0.32; H 0.39; H 0.38

---

# 4
# C36H35InN5O9S2Se

A molecular structure, C36H35InN5O9S2Se in a non-equilibrium geometry (ωB97M-V/def2-TZVPD, the OMol25 dataset).

```
89
Properties=species:S:1:pos:R:3:forces:R:3
N 0.37513 -1.86978 1.56078 0.36 -0.26 -0.01
In -0.54402 -0.28338 -0.53232 -1.07 0.50 0.50
H 5.68176 -1.51835 -2.43980 -0.04 0.04 0.00
C 1.09877 -2.63757 -1.62888 0.10 -0.18 0.02
H -4.72844 2.42201 1.19506 0.00 0.01 -0.01
H -1.12708 -3.08590 0.86027 0.01 0.01 0.06
H 5.74782 0.92440 -2.84471 -0.05 -0.01 0.03
O 5.05953 -4.15061 6.11271 0.03 0.06 0.02
O -1.40679 2.34761 -1.30391 0.59 -0.10 0.15
C 1.51146 -6.57126 3.46432 -0.10 -0.05 -0.06
O 4.61361 -6.13775 7.46369 -0.01 -0.05 0.08
H 1.97024 -0.81829 2.32437 -0.02 -0.06 0.03
C 4.82467 0.43798 -2.55281 -0.01 0.05 -0.01
S 4.96987 -5.59414 6.16984 -0.08 -0.02 -0.08
C 1.38714 -4.10462 2.89229 0.06 -0.07 0.08
H -1.43490 4.29595 2.60369 0.03 0.00 -0.01
H -3.22875 -2.40401 2.25622 0.00 -0.01 0.02
H -3.54196 2.49948 -0.10064 -0.04 0.00 0.02
H 0.25765 2.97613 4.03302 0.02 -0.02 0.00
C -2.51847 -0.45607 2.88392 -0.06 -0.02 0.03
H -5.35566 0.16336 1.77223 0.02 -0.01 -0.03
C 0.26475 1.88815 4.02480 -0.10 -0.07 -0.10
H 0.71464 -6.83358 2.78300 0.00 -0.02 0.01
C 1.49145 -1.79402 2.29262 -0.14 -0.02 -0.16
C 3.52358 -5.99037 5.12930 -0.10 0.10 -0.19
C -3.20924 0.36560 1.98390 -0.13 0.07 0.03
C 3.66554 1.22092 -2.38711 -0.27 -0.01 0.11
C 2.03425 4.03506 -1.35120 -0.04 -0.13 0.01
C 2.38804 -0.75441 -1.87059 0.14 0.13 -0.13
C 3.44488 -2.92947 -1.89002 0.06 0.05 -0.02
C -0.67407 -0.79288 4.59863 -0.05 0.04 -0.11
H -4.04349 -1.75723 3.67468 0.00 -0.03 -0.04
H 3.67222 6.91285 -1.97398 -0.03 -0.03 0.02
H 1.21187 1.56105 3.57955 -0.01 0.02 0.06
N 1.16690 -1.32985 -1.67368 1.08 -0.60 -0.30
H 2.31703 5.16756 -3.14208 0.02 0.01 0.07
C 4.79292 -0.90619 -2.34042 -0.02 -0.09 -0.01
H -4.44795 -1.21526 1.16313 -0.01 0.02 0.01
H 0.02977 3.50844 2.01543 -0.02 0.04 0.01
C -1.60487 2.13709 2.34669 -0.02 0.01 0.03
H 3.72938 2.28244 -2.57686 0.03 0.10 0.06
O -3.31232 0.76135 -1.94448 0.25 0.21 -0.13
C -3.07374 -1.83525 3.17465 0.09 0.10 -0.04
N 2.95764 -4.98871 4.46088 0.06 -0.09 0.04
C -0.93169 1.33287 3.27551 0.00 0.01 -0.04
H 4.08258 6.71953 0.45471 -0.01 -0.04 -0.03
H -1.32985 3.73501 0.93104 0.00 0.03 0.04
C 2.52685 5.10404 -2.08106 -0.03 -0.02 -0.10
H 0.26185 1.56122 5.06358 0.03 0.00 -0.02
C -2.79585 1.68412 1.77099 -0.03 0.01 0.02
H 1.84803 -8.58200 4.15813 -0.02 0.00 -0.01
C 2.21956 -3.48830 -1.69750 -0.17 -0.01 -0.06
H 3.18885 4.79357 1.72468 0.00 0.01 -0.06
H -1.11792 -0.64515 5.58869 0.04 -0.03 -0.01
H -4.47026 0.27620 0.24221 -0.02 0.02 0.01
C -4.43725 -0.13113 1.25165 0.11 0.02 0.09
O -0.28255 3.25034 -1.42237 -0.47 0.13 -0.45
O -0.94504 0.46710 -3.23652 -0.23 0.12 0.02
C 0.22969 -4.18894 2.12431 0.01 0.02 -0.04
O -2.55725 2.62912 -3.82224 0.16 -0.18 0.05
C 3.27552 6.06936 -1.42252 0.03 0.02 0.05
C -3.67916 2.62054 0.97522 0.14 -0.09 -0.01
O 6.02325 -6.30094 5.46401 0.07 -0.03 0.01
H -0.30618 -5.12277 2.01467 -0.04 0.05 0.04
C 3.00656 4.87565 0.65999 0.00 -0.01 0.00
H 2.09135 -4.55806 -1.59952 -0.03 0.04 -0.03
H -2.42351 -2.42516 3.81247 -0.03 0.01 0.02
H 2.93598 -2.79101 3.56047 -0.04 0.03 -0.01
C 2.46523 0.66860 -1.98749 -0.17 0.12 -0.07
H 4.33542 -3.54265 -1.96397 -0.01 0.01 0.03
N 1.29099 1.38372 -1.65737 0.85 -0.39 0.19
H -0.71172 -1.85765 4.37931 0.02 0.01 0.00
C -1.05801 3.49599 1.95759 -0.08 -0.12 0.04
C -1.39270 0.03810 3.55548 0.04 0.00 0.01
S 1.06432 2.79390 -2.17137 -0.58 0.16 0.20
H 0.10910 -3.07011 -1.52802 -0.08 0.04 0.13
C -0.23149 -3.05254 1.47946 0.11 0.11 0.09
H -3.48181 3.66072 1.22977 -0.01 -0.01 -0.01
N 3.14769 -7.27249 5.04927 0.01 0.09 0.03
C 2.15024 -7.54107 4.22388 0.06 0.00 0.06
Se -2.14837 1.45821 -2.81232 -0.36 0.25 -0.33
C 1.95972 -5.27335 3.62932 0.03 0.14 -0.01
O 1.04723 3.07301 -3.57157 0.18 -0.01 0.07
C 2.03219 -2.87134 2.96893 0.01 -0.08 0.06
C 2.26596 3.90161 0.01217 0.02 -0.05 -0.03
H 1.86420 3.04597 0.54317 0.02 0.05 -0.01
H 0.37974 -0.53210 4.66628 -0.01 0.00 0.03
C 3.50844 5.95688 -0.05801 -0.02 -0.01 0.00
C 3.56168 -1.52725 -2.02500 -0.04 -0.03 0.00
```
Forces are in eV/Å.

The energy above the lowest of the compared OMol25 structures with the same formula, charge and spin is 109.3 kcal/mol. The value obtained for the energy is -155965.001 eV. As for the total charge: -1. The HOMO-LUMO gap comes out at 6.6 eV.

Atom-resolved charges from Mulliken, all expressed in e: N 0.80; In 0.73; H 0.40; C -0.22; H 0.52; H 0.49; H 0.38; O -0.67; O -0.34; C -0.63; O -0.69; H 0.38; C -1.03; S 1.19; C 1.58; H 0.40; H 0.34; H 0.16; H 0.49; C 0.81; H 0.33; C -2.44; H 0.36; C -1.25; C 0.06; C 1.52; C -0.32; C -0.04; C -0.30; C -0.67; C -2.53; H 0.43; H 0.41; H 0.25; N -0.09; H 0.50; C -0.95; H 0.38; H 0.30; C 1.68; H 0.46; O -0.52; C -2.41; N -0.33; C 0.57; H 0.39; H 0.30; C -0.24; H 0.51; C 0.67; H 0.40; C -0.83; H 0.43; H 0.41; H 0.33; C -1.90; O -0.33; O -0.51; C -1.12; O -0.62; C -0.64; C -2.24; O -0.69; H 0.30; C -0.75; H 0.43; H 0.43; H 0.73; C 0.20; H 0.43; N 0.65; H 0.31; C -2.36; C 1.93; S 1.18; H 0.58; C -0.60; H 0.47; N -0.51; C -0.36; Se 0.96; C 0.18; O -0.77; C -0.49; C -0.49; H 0.57; H 0.48; C -0.37; C 1.01

---

# 5
# C2H14NO3

4 unconnected molecules or ions with the total composition C2H14NO3 (ωB97M-V/def2-TZVPD, the OMol25 dataset).

```
20
Properties=species:S:1:pos:R:3:forces:R:3
H 0.69979 -1.43323 1.33073 0.06 0.02 -0.08
H 1.44684 0.81219 -0.46111 0.41 0.12 -0.42
C 0.99617 0.46298 2.26595 0.58 0.08 0.67
H -5.09180 -2.04568 1.64522 0.00 -0.02 0.05
H 1.13076 1.49625 -2.70221 -0.06 -0.16 0.19
H 0.23392 0.41104 3.01599 -0.71 0.04 0.27
N 1.65157 -0.09769 -0.01008 -0.54 -0.27 0.52
H 1.29030 2.70508 -1.80393 0.22 0.00 -0.03
O -4.64049 -2.43815 0.89228 0.45 0.06 -0.07
H 2.57354 -0.08521 0.42413 0.13 0.14 -0.24
H 1.17069 1.51899 2.04621 -0.02 -0.13 -0.11
H -1.54132 0.05019 -2.62476 0.21 0.20 0.17
H 1.65707 -0.78306 -0.76467 -0.08 -0.08 0.04
O -0.72788 0.37918 -3.03435 -0.42 -0.32 -0.20
O 1.63017 1.80857 -1.93072 -0.34 0.31 0.00
C 0.64111 -0.37414 1.08022 -0.02 -0.56 -0.32
H 1.86262 0.03651 2.78573 0.15 0.26 -0.29
H -3.69951 -2.44140 1.12209 -0.45 -0.04 0.03
H -0.36084 -0.20104 0.69156 0.14 0.24 -0.17
H -0.92271 0.21863 -3.96828 0.28 0.12 -0.01
```
Forces are in eV/Å.

The energy above the lowest of the compared OMol25 structures with the same formula, charge and spin is 17.5 kcal/mol. The value obtained for the energy is -9927.688 eV. As for the total charge: +1. The HOMO-LUMO gap comes out at 10.7 eV.

Atom-resolved charges from Mulliken, all expressed in e: H 0.33; H 0.30; C -1.21; H 0.33; H 0.33; H 0.36; N -0.26; H 0.35; O -0.63; H 0.35; H 0.37; H 0.31; H 0.35; O -0.62; O -0.71; C -0.26; H 0.37; H 0.30; H 0.32; H 0.32

---

# 6
# C8H19N5

A gas-phase ion, C8H19N5 (charge +2) in a non-equilibrium geometry (ωB97M-V/def2-TZVPD, the OMol25 dataset).

```
32
Properties=species:S:1:pos:R:3:forces:R:3
C 2.02892 1.57851 0.11344 -1.20 -0.17 -1.73
H -3.55980 -1.91449 -1.16087 -0.83 0.68 2.06
N 0.33762 1.36677 -1.49334 2.30 1.44 -1.39
N 0.59080 -2.65913 0.21189 0.46 0.20 0.99
H 1.07600 -1.50269 -1.54940 -0.09 0.08 0.30
N 0.72086 1.07618 -0.21673 -1.51 0.03 2.97
H 2.28668 1.40439 1.12933 -0.24 -0.12 1.02
H 3.81364 -0.72891 1.48707 1.19 -0.04 0.60
C -2.12187 -0.82045 -0.03372 -5.81 -2.29 0.02
H 3.31475 3.08891 0.38799 -0.81 0.78 -1.51
H 0.66498 -3.51986 -0.26815 0.14 -0.82 -1.14
H -3.21546 -2.51703 0.49711 0.15 -1.14 0.55
H 2.61814 0.90687 -0.46862 1.95 -0.96 -0.79
H 1.58591 3.67466 0.14780 1.32 -0.65 -0.85
H 2.57498 3.20183 -1.33341 0.21 -0.01 -0.33
N 2.91337 -1.06692 1.26297 -3.67 -0.32 0.94
H 1.07311 -2.86091 1.09466 -0.39 0.28 -0.25
C 1.15972 -1.49407 -0.46214 1.34 0.81 2.73
C 2.40382 3.00043 -0.29448 -0.79 0.30 3.45
H -0.49287 0.97760 -1.80997 -1.37 -0.45 -0.72
H 1.07594 1.72516 -2.12589 -1.07 -0.85 0.48
C -3.42084 -1.63482 -0.04210 2.40 1.37 -1.76
C 0.34106 -0.24688 0.28638 3.10 1.61 -2.10
H -4.73274 -0.00242 0.21100 -0.10 -1.49 0.32
H 2.14024 -1.06178 2.03477 2.21 0.12 -1.76
C 2.58670 -1.21365 0.01065 1.05 -1.48 -0.70
H 3.49685 -1.33756 -0.62403 -1.00 0.65 0.00
H -4.45920 -0.66782 1.65384 0.58 -0.79 -0.15
N -4.55978 -0.95230 0.66714 -2.88 0.72 -1.71
H 0.53236 -0.22449 1.37312 -0.16 -0.33 -0.44
C -0.98395 -0.57399 -0.01249 1.23 1.17 0.67
H -5.48840 -1.56258 0.58083 2.29 1.68 0.23
```
Forces are in eV/Å.

Its SMILES is CCN(N)[C@@H](C#CC[NH3+])[C@H](N)C=[NH2+]. The energy above the lowest of the compared OMol25 structures with the same formula, charge and spin is 123.1 kcal/mol. The value obtained for the energy is -16033.045 eV. As for the total charge: +2. The HOMO-LUMO gap comes out at 6.1 eV.

Atom-resolved charges from Mulliken, all expressed in e: C -0.75; H 0.34; N -0.69; N -0.51; H 0.42; N 0.44; H 0.46; H 0.30; C -0.25; H 0.35; H 0.26; H 0.42; H 0.45; H 0.28; H 0.37; N -0.12; H 0.26; C -0.16; C -1.03; H 0.17; H 0.18; C -0.66; C 0.56; H 0.40; H 0.32; C -0.38; H 0.34; H 0.37; N -0.40; H 0.46; C -0.63; H 0.42

---

Which value of energy above the lowest of the compared OMol25 structures with the same formula, charge and spin does entry 4 give? 109.3 kcal/mol

---

Which formula does entry 2 have? C4H12N2S

---

Number 4 is which compound? C36H35InN5O9S2Se

---

Which of these has the highest energy? C2H14NO3